1.
Formula: C16H31Cl3N8O4PtS
Source: the OMol25 dataset
Level of theory: ωB97M-V/def2-TZVPD

Each line ends with the Mulliken spin population.
Cartesian coordinates (Å):
Pt (-1.168, 1.052, -0.880)  1.573
C (-3.625, 1.559, 1.420)  -0.002
O (-2.657, 2.212, 0.609)  0.078
C (-3.182, 3.392, 0.006)  0.010
C (-2.095, 4.062, -0.812)  0.001
O (-1.734, 3.189, -1.877)  0.123
C (-0.993, 3.821, -2.906)  -0.006
H (-3.854, 2.185, 2.289)  0.001
H (-3.202, 0.612, 1.747)  0.002
H (-4.554, 1.384, 0.870)  0.001
H (-3.518, 4.087, 0.784)  0.004
H (-4.039, 3.135, -0.630)  -0.001
H (-1.219, 4.282, -0.187)  -0.005
H (-2.482, 5.006, -1.215)  0.001
H (-1.568, 4.658, -3.322)  0.002
H (-0.836, 3.088, -3.696)  0.001
H (-0.037, 4.212, -2.541)  0.001
N (0.241, 0.637, 1.253)  0.135
C (-0.180, -0.344, 2.165)  0.458
C (0.780, -1.166, 2.980)  0.027
C (1.918, -1.884, 2.238)  0.023
C (2.466, -3.083, 3.031)  0.005
N (1.538, -4.194, 3.030)  0.001
C (1.814, -5.512, 3.010)  0.000
N (0.793, -6.362, 2.983)  0.000
N (3.055, -5.977, 2.976)  0.000
C (-1.154, -1.700, 1.042)  0.043
O (-0.943, -2.738, 1.540)  0.229
O (-1.666, -1.063, 0.179)  0.146
H (1.196, 0.523, 0.923)  -0.014
H (0.095, 1.591, 1.581)  0.012
H (-1.054, -0.038, 2.738)  0.003
H (0.182, -1.884, 3.545)  -0.002
H (1.221, -0.487, 3.725)  0.037
H (2.750, -1.197, 2.078)  0.001
H (1.570, -2.235, 1.265)  -0.010
H (2.669, -2.772, 4.068)  0.000
H (3.409, -3.399, 2.582)  0.000
H (0.558, -3.936, 3.067)  0.000
H (-0.168, -6.052, 3.004)  0.000
H (0.942, -7.363, 3.024)  0.000
H (3.874, -5.402, 3.093)  0.000
H (3.225, -6.972, 2.930)  0.000
C (5.011, 2.684, -2.678)  0.005
C (3.932, 2.475, -1.640)  0.004
C (2.705, 1.823, -2.132)  0.166
N (1.647, 1.583, -1.410)  0.160
N (0.669, 0.967, -2.055)  0.299
C (0.953, 0.696, -3.336)  0.063
N (0.114, 0.081, -4.150)  0.314
S (2.544, 1.251, -3.782)  -0.011
H (5.878, 3.163, -2.229)  0.000
H (4.674, 3.315, -3.504)  0.001
H (5.349, 1.744, -3.119)  0.001
H (3.680, 3.436, -1.172)  0.031
H (4.321, 1.876, -0.803)  0.037
H (-0.811, -0.178, -3.833)  -0.011
H (0.384, -0.183, -5.087)  -0.013
Cl (-6.051, -0.377, -3.716)  -0.001
C (-5.254, -0.768, -2.153)  0.001
Cl (-6.236, -0.151, -0.787)  0.000
Cl (-4.992, -2.546, -2.002)  -0.001
C (-3.961, -0.156, -2.086)  -0.025
N (-2.923, 0.336, -2.035)  0.101

Cartesian forces, eV/Å:
Pt -1.2403 0.3243 0.4146
C -0.5705 -0.2152 0.6121
O 0.9341 -0.4595 -0.6165
C 0.0038 0.7365 -0.4731
C -0.4519 0.3123 0.7305
O 0.1391 -1.0604 0.3803
C 0.3016 0.4554 -0.5074
H 0.0989 -0.0865 -0.0997
H -0.0631 0.0102 -0.0162
H 0.1644 -0.0424 -0.0468
H 0.0416 -0.1457 -0.0336
H 0.1079 0.0078 0.0842
H -0.0621 0.0098 -0.1095
H 0.0511 -0.1712 0.0017
H 0.0634 -0.2084 0.0983
H -0.0135 0.0217 -0.0017
H -0.0464 -0.0680 0.0440
N 0.2713 0.3996 -0.3570
C 0.0902 0.1229 0.6151
C 0.2680 -0.0768 -0.0169
C -0.0371 -0.0844 0.0426
C 0.4436 0.3240 0.2369
N -0.4816 -0.3153 -0.1249
C -0.2609 0.4822 -0.0568
N -0.1001 -0.3533 0.0096
N 0.2287 -0.0993 0.0197
C 0.2017 -0.6063 0.2663
O 0.0233 -0.4907 0.3873
O -0.5257 0.9922 -1.1586
H -0.0579 0.0703 0.1931
H 0.0283 -0.0902 0.1081
H -0.0736 0.0418 -0.1845
H -0.0253 0.1895 0.0014
H -0.1200 0.0064 -0.0005
H 0.0175 -0.0145 -0.0383
H 0.0868 -0.0702 -0.0653
H 0.0811 -0.0557 -0.2427
H -0.0797 0.0580 0.0247
H 0.2214 -0.3086 0.0158
H 0.1968 -0.0150 0.0108
H -0.0226 0.2014 0.0223
H -0.1763 0.0556 0.0453
H -0.0460 0.1036 0.0339
C 0.1404 -0.0982 -0.5596
C 0.1546 0.1378 0.0321
C 1.4458 0.0195 -1.7927
N -1.9030 -0.6103 0.9541
N -0.2058 0.5243 1.5503
C 0.3679 -0.4347 -1.8090
N 0.6625 0.5184 0.9439
S 0.1286 0.1626 0.4203
H -0.0224 0.0024 -0.0040
H -0.0228 0.1435 0.1039
H 0.0830 -0.1043 0.1112
H -0.3179 -0.0855 0.0317
H -0.1795 -0.1061 0.0341
H -0.2322 -0.1056 0.0828
H 0.0226 -0.0063 -0.3488
Cl 0.6322 -0.1242 0.8392
C -1.9761 -1.0887 -0.3398
Cl 0.4298 -0.2188 -0.5013
Cl -0.0725 0.8442 -0.0468
C 1.3011 0.7914 -0.1335
N -0.0464 -0.0496 0.1833

As for the total energy: -88811.54161 eV. As for the LUMO energy (alpha / beta): -11.3 / -15.4 eV. The calculation puts the energy relative to the best compared isomer or geometry (same formula, charge and spin) at 44.7 kcal/mol. The multiplicity is 5. As for the expectation value of S²: 6.02. Its orbital gap (alpha / beta) is 0.3022 / 0.1663 Ha. The charge is +4.

2.
Formula: C14H21CrO5P
Source: the OMol25 dataset
Level of theory: ωB97M-V/def2-TZVPD

Each line ends with the Mulliken spin population.
Cartesian coordinates (Å):
O (0.072, -0.137, -5.728)  0.004
C (0.212, 0.102, -4.623)  -0.023
Cr (0.119, -0.009, -2.161)  3.295
O (2.041, -2.342, -2.831)  0.088
C (1.306, -1.462, -2.590)  -0.099
C (-1.169, 1.365, -2.604)  -0.105
O (-1.966, 2.153, -2.927)  0.086
C (-1.299, -1.268, -2.420)  -0.079
O (-2.159, -2.044, -2.532)  0.098
C (1.637, 1.155, -2.182)  -0.080
O (2.615, 1.787, -2.097)  0.093
C (-0.192, 2.832, 0.050)  0.014
C (0.456, 1.642, 0.783)  0.044
C (0.077, 1.701, 2.270)  -0.002
P (0.149, 0.006, -0.017)  -0.544
C (1.551, -1.083, 0.477)  0.069
C (2.206, -0.745, 1.828)  0.004
C (1.157, -2.576, 0.427)  0.009
C (-1.409, -0.716, 0.611)  0.057
C (-1.417, -1.114, 2.096)  0.010
C (-2.608, 0.215, 0.297)  0.010
H (-1.285, 2.720, -0.015)  -0.006
H (0.244, 2.960, -0.949)  0.017
H (0.019, 3.738, 0.641)  0.002
H (1.552, 1.762, 0.677)  -0.004
H (-1.011, 1.792, 2.405)  0.000
H (0.469, 0.860, 2.854)  0.001
H (0.518, 2.621, 2.679)  -0.001
H (2.328, -0.884, -0.289)  0.021
H (1.538, -0.995, 2.663)  0.004
H (3.112, -1.360, 1.926)  0.002
H (2.529, 0.300, 1.886)  0.001
H (0.588, -2.864, -0.474)  0.004
H (2.095, -3.160, 0.434)  0.000
H (0.576, -2.900, 1.312)  0.004
H (-1.545, -1.647, 0.025)  -0.006
H (-1.462, -0.239, 2.764)  0.001
H (-2.339, -1.696, 2.272)  0.003
H (-0.565, -1.754, 2.366)  0.001
H (-2.635, 0.506, -0.759)  0.007
H (-3.528, -0.337, 0.528)  0.000
H (-2.578, 1.111, 0.931)  0.001

Cartesian forces, eV/Å:
O 0.5353 0.9104 3.3896
C -0.5668 -1.0172 -3.2897
Cr -0.0679 0.3952 -4.0180
O -4.2836 5.1337 1.1319
C 6.3065 -7.4641 -1.2612
C -6.1788 6.4963 -1.5379
O 4.3494 -4.2726 1.5616
C -6.8734 -6.1128 -0.5186
O 4.4494 4.0073 0.3702
C 7.5776 5.1819 1.0349
O -5.1997 -3.3094 -0.6537
C -0.1083 -0.2072 0.1632
C 0.2831 0.9004 -0.4567
C -0.0107 -0.1267 0.2890
P 0.1787 0.2611 4.9250
C 0.4652 -0.6379 -0.3289
C 0.0385 0.1874 0.1702
C 0.3044 -0.3146 0.0122
C -1.2317 -0.3120 -0.5115
C 0.1177 -0.0627 0.5114
C 0.2363 -0.3085 0.3267
H 0.3504 0.1691 -0.0351
H -0.1725 0.2642 0.0767
H -0.0855 -0.2332 -0.3972
H -0.3076 -0.1359 0.1356
H 0.4004 -0.0815 -0.0473
H -0.2456 0.3606 -0.1229
H -0.0363 -0.2176 -0.1456
H -0.1018 -0.1403 0.1956
H 0.2705 0.1401 -0.2108
H -0.2746 0.0725 -0.0927
H -0.0886 -0.3024 0.1425
H 0.1278 -0.0078 0.2552
H -0.4656 0.1409 -0.0556
H 0.3380 0.2696 -0.5735
H 0.1443 0.2525 0.3294
H 0.0700 -0.5050 -0.3582
H 0.3617 0.1637 -0.1655
H -0.4399 0.3455 0.0690
H -0.2346 0.0889 0.1036
H 0.1626 0.2333 -0.1237
H -0.0941 -0.2053 -0.2895

As for the total energy: -62771.95173 eV. As for the LUMO energy (alpha / beta): -13.9 / -15.6 eV. The calculation puts the energy relative to the best compared isomer or geometry (same formula, charge and spin) at 0.0 kcal/mol. The multiplicity is 4. As for the expectation value of S²: 3.81. Its orbital gap (alpha / beta) is 0.2638 / 0.2047 Ha. The charge is +3.

3.
Formula: C2H24BF4O10
Source: the OMol25 dataset
Level of theory: ωB97M-V/def2-TZVPD

Each line ends with the Mulliken spin population.
Cartesian coordinates (Å):
B (-0.001, 0.607, 0.069)  0.000
F (-0.496, 0.476, 1.328)  0.001
F (1.362, 0.699, 0.087)  0.000
F (-0.462, -0.517, -0.608)  0.005
F (-0.579, 1.769, -0.430)  0.000
C (3.126, -2.017, 0.877)  0.000
O (3.200, -2.451, -0.479)  0.000
H (2.078, -1.981, 1.175)  0.000
H (3.654, -2.693, 1.550)  0.000
H (3.462, -0.998, 1.067)  0.000
H (4.134, -2.338, -0.674)  0.000
C (-3.244, -0.574, -2.483)  0.051
O (-2.229, 0.396, -2.465)  0.758
H (-3.835, -0.490, -1.571)  0.072
H (-3.872, -0.470, -3.368)  0.008
H (-2.675, -1.503, -2.434)  0.060
H (-1.611, 0.198, -1.758)  0.004
O (-2.920, 2.787, 0.249)  0.038
H (-2.010, 2.594, 0.473)  -0.001
H (-3.415, 2.041, 0.586)  -0.002
O (-0.080, 2.840, -3.331)  0.008
H (-0.658, 2.408, -2.703)  -0.001
H (0.370, 3.514, -2.820)  0.000
O (1.821, 2.574, 2.023)  0.000
H (1.709, 1.749, 1.551)  0.000
H (2.251, 3.154, 1.394)  0.000
O (-1.263, -2.208, 1.202)  0.000
H (-0.780, -2.795, 0.621)  0.000
H (-1.145, -1.339, 0.819)  0.001
O (0.358, -2.113, 3.504)  0.000
H (-0.183, -1.728, 2.815)  0.000
H (0.197, -1.562, 4.271)  0.000
O (-1.829, 2.106, 3.613)  0.000
H (-1.282, 1.424, 4.003)  0.000
H (-1.219, 2.638, 3.101)  0.000
O (0.306, -2.969, -1.272)  0.000
H (1.238, -2.846, -1.091)  0.000
H (-0.037, -2.082, -1.376)  -0.001
O (1.946, 0.658, -2.798)  0.001
H (1.835, 0.853, -1.868)  0.000
H (2.779, 0.189, -2.847)  0.000

Cartesian forces, eV/Å:
B 0.0025 1.3446 1.6174
F -0.2841 -0.2457 1.6563
F 0.8611 -0.3316 -0.6522
F -0.6521 -0.1997 -2.3129
F 0.0523 0.2473 -1.4480
C -0.9175 0.1133 0.7838
O 0.3761 0.4871 0.3855
H -0.0284 -0.3524 -0.0354
H 0.0006 -0.0891 -0.0262
H 0.3885 0.0949 -0.4311
H 0.0064 -0.2517 -0.6263
C 0.5515 0.6771 -0.8188
O -1.8976 0.3006 -1.5069
H -0.0482 -0.0926 0.6038
H 0.2842 0.1652 0.1304
H -0.1175 -0.7331 0.2051
H 1.6263 -0.3054 1.8033
O -0.5401 0.1453 -0.4305
H 0.3515 -0.0849 0.0591
H -0.1430 -0.0715 0.3962
O -0.2223 -0.0313 -0.4031
H -0.0148 0.0899 0.2768
H 0.1385 0.1297 0.1468
O -0.0717 0.3081 0.4871
H 0.0212 -0.2075 -0.1011
H 0.0951 0.1420 -0.1140
O -0.6437 -0.0962 0.4687
H 0.3319 -0.3526 -0.3161
H -0.0586 -0.0926 0.2227
O 0.4592 -0.0485 0.4009
H -0.4284 -0.1599 -0.5272
H 0.0646 0.0626 0.2379
O -0.4160 0.0558 0.0761
H 0.1609 -0.1613 0.0228
H 0.2733 0.1270 -0.1355
O -0.6032 -0.5018 -0.0978
H 0.6679 0.0267 0.0140
H 0.2928 0.0447 -0.0308
O -0.1668 -0.0313 -0.3444
H 0.0652 0.0728 0.3597
H 0.1821 -0.1939 0.0041

As for the total energy: -34486.55317 eV. As for the LUMO energy (alpha / beta): -0.5 / -7.2 eV. The calculation puts the energy relative to the best compared isomer or geometry (same formula, charge and spin) at 0.0 kcal/mol. The multiplicity is 2. As for the expectation value of S²: 0.75. Its orbital gap (alpha / beta) is 0.3737 / 0.1281 Ha. The charge is 0.

4.
Formula: C2H3AgLi2O2
Source: the OMol25 dataset
Level of theory: ωB97M-V/def2-TZVPD

Each line ends with the Mulliken spin population.
Cartesian coordinates (Å):
O (1.364, -0.646, 1.094)  0.087
C (0.149, -1.207, -0.053)  -0.127
C (-0.718, -0.083, -0.355)  0.713
O (-0.247, 1.153, -0.086)  0.096
Li (0.034, 0.457, 1.807)  0.024
H (-0.381, -2.158, 0.107)  0.019
H (0.972, -1.431, -0.757)  0.099
H (-1.581, -0.169, -1.027)  0.036
Li (1.702, 0.838, 0.006)  0.010
Ag (-1.294, 3.246, -0.736)  0.043

Cartesian forces, eV/Å:
O -3.1410 -0.2500 -1.5807
C 3.5550 0.4868 1.0928
C -0.8249 0.1725 -0.2638
O -0.0506 1.6861 -0.1513
Li 0.2319 -0.6657 -0.1603
H 0.2727 0.4273 0.6132
H -0.6419 0.0314 -0.3348
H 0.2418 -0.1037 0.4493
Li -0.0396 -0.7060 0.1813
Ag 0.3966 -1.0787 0.1543

As for the total energy: -10618.28034 eV. As for the LUMO energy (alpha / beta): -6.0 / -6.0 eV. The calculation puts the energy relative to the best compared isomer or geometry (same formula, charge and spin) at 0.0 kcal/mol. The multiplicity is 2. As for the expectation value of S²: 0.76. Its orbital gap (alpha / beta) is 0.1568 / 0.2398 Ha. The charge is +1.

5.
Formula: C5H12N2
Source: the OMol25 dataset
Level of theory: ωB97M-V/def2-TZVPD

Each line ends with the Mulliken charge.
Cartesian coordinates (Å):
C (-1.882, 0.021, 0.951)  -0.299
C (-1.417, -0.704, -0.313)  -0.827
C (0.161, -0.994, -0.269)  -0.652
N (3.131, -0.240, 0.227)  -0.433
C (2.217, 0.459, -0.571)  -0.252
C (0.891, 0.254, -0.695)  -0.339
N (-2.683, 1.217, 0.428)  -0.689
H (-2.654, -0.585, 1.439)  0.291
H (-1.147, 0.446, 1.622)  0.332
H (-1.983, -1.609, -0.533)  0.410
H (-1.454, -0.087, -1.209)  0.353
H (0.247, -1.681, -1.119)  0.267
H (0.372, -1.343, 0.729)  0.391
H (3.863, 0.349, 0.568)  0.233
H (2.711, -0.896, 0.865)  0.205
H (2.745, 0.967, -1.372)  0.281
H (0.380, 0.982, -1.305)  0.282
H (-3.297, 1.549, 1.156)  0.220
H (-3.276, 0.840, -0.303)  0.226

Cartesian forces, eV/Å:
C -2.7352 1.2599 -1.8278
C 2.5130 -0.0828 0.5172
C -2.6298 1.1177 -0.7950
N -0.8103 -0.3635 -0.7575
C -0.1770 -0.8603 -0.4391
C 1.3265 -0.0890 0.3183
N 0.7104 -0.5637 0.2168
H 0.7923 -0.3491 0.6036
H 0.4561 -0.4499 0.0274
H 0.0304 -0.0736 0.3166
H -0.6741 0.3477 0.1374
H 0.7465 -0.5609 0.6896
H 0.6075 -0.6375 0.0594
H 0.2664 -0.1468 0.3903
H 0.2810 0.2088 0.3610
H -0.2410 1.1286 0.4748
H -0.1919 -0.2402 -0.4580
H -0.1525 0.1452 0.1369
H -0.1185 0.2096 0.0280

As for the total energy: -8358.18118 eV. Its SMILES is N/C=C\CCCN. As for the LUMO energy: 1.1 eV. The calculation puts the energy relative to the best compared isomer or geometry (same formula, charge and spin) at 45.1 kcal/mol. Its orbital gap is 0.3315 Ha. The charge is 0.

6.
Formula: C3H5FO
Source: the OMol25 dataset
Level of theory: ωB97M-V/def2-TZVPD

Each line ends with the Mulliken charge.
Cartesian coordinates (Å):
C (0.803, 0.860, 0.575)  -0.672
C (-0.130, -0.096, 0.797)  0.032
C (-0.423, -0.969, -0.406)  0.083
O (-1.623, -0.493, -1.099)  -0.492
F (-0.585, -2.306, -0.313)  -0.282
H (1.268, 1.392, 1.445)  0.240
H (1.272, 1.067, -0.380)  0.229
H (-0.633, -0.235, 1.763)  0.312
H (0.458, -0.810, -1.066)  0.219
H (-1.297, 0.212, -1.645)  0.330

Cartesian forces, eV/Å:
C -0.1028 -0.6105 2.1199
C 1.0345 0.1252 -0.3473
C -0.6437 1.6319 -2.1700
O 1.0613 -0.9966 1.1367
F -0.0514 -0.0261 1.1116
H -0.9401 -0.0730 -0.9394
H -0.0713 -0.3727 -0.0433
H 0.3537 -0.0416 -0.4585
H -0.5723 -0.2346 0.0831
H -0.0679 0.5980 -0.4927

As for the total energy: -7955.62502 eV. Its SMILES is C=C[C@H](O)F. As for the LUMO energy: 0.9 eV. The calculation puts the energy relative to the best compared isomer or geometry (same formula, charge and spin) at 20.4 kcal/mol. Its orbital gap is 0.4098 Ha. The charge is 0.

- The highest charge belongs to which entry?
  C16H31Cl3N8O4PtS

- What is the charge in the first record?
  +4

- charge of number 3 (C2H24BF4O10)?
  0

- Which value of charge does entry 1 give?
  +4